*w*
The following is a DFT calculation (the ωB97M-V functional and the def2-TZVPD basis) of 2 unconnected molecules or ions with the total composition C4H7NO.

## Properties
orbital gap (alpha / beta)	6.780 / 9.215	eV
2S+1	3
⟨S²⟩	2.02

Each line ends with the Löwdin charge.
Cartesian coordinates (Å):
C1 1.71848 0.36850 0.30994  -0.2207
C2 -0.74770 0.54006 1.22114  -0.0260
C3 -0.03332 0.88935 -1.16877  0.0101
C4 0.32600 0.63221 0.09570  -0.3585
N1 2.84271 0.37382 0.53702  0.1483
O1 -0.46433 -1.81687 -0.81629  -0.0327
H1 -1.10369 -0.49677 1.17088  0.0669
H2 -0.32769 0.65499 2.18268  0.0523
H3 -1.54427 1.37140 0.99846  0.1237
H4 -1.08703 0.89972 -1.43005  0.0733
H5 -0.60541 -2.54427 -0.15613  0.0893
H6 0.57658 0.91997 -2.05427  0.0748
H7 0.44967 -1.79212 -0.89033  -0.0009

*x*
The following is a DFT calculation (the ωB97M-V functional and the def2-TZVPD basis) of C4H7NO in the gas phase.

## Properties
orbital gap (alpha / beta)	6.561 / 8.467	eV
2S+1	3
⟨S²⟩	2.01

Each line ends with the Löwdin charge.
Cartesian coordinates (Å):
C1 -1.34121 -0.32491 -0.18572  -0.2455
C2 -0.79431 1.17730 -0.10078  -0.0173
C3 -0.02760 -1.10785 0.07957  -0.1467
C4 0.94605 0.09055 0.13570  -0.3731
N1 2.20512 0.31352 0.74510  0.0933
O1 2.05867 0.07604 -0.73716  -0.0455
H1 -2.29855 -0.61754 0.42044  0.1252
H2 -1.59633 -0.71092 -1.18910  0.0873
H3 -0.87687 1.61902 -1.10147  0.0663
H4 -0.86626 1.63073 0.87379  0.0617
H5 0.03107 -1.72602 1.10789  0.1570
H6 0.16170 -1.77849 -0.79903  0.1179
H7 2.39852 1.35857 0.75076  0.1194

Compare the structures above. Which one is the most stable? *w* is.